Entry 1:
{"formula": "C3H8N2O", "method": "ωB97M-V/def2-TZVPD", "gap_ha": 0.3081, "smiles": "[H]/N=N/[H].CC(C)=O", "homo_ha": -0.326, "fmax_ev_per_a": 6.6, "e_above_lowest_ev": 5.126, "total_energy_ev": -8264.200, "symbols": ["C", "C", "N", "N", "C", "O", "H", "H", "H", "H", "H", "H", "H", "H"], "xyz": [[-1.3781, 0.6095, 0.3501], [0.2491, -0.7364, -1.3235], [1.5669, 0.0268, 1.0590], [1.1964, 1.2418, 0.9452], [-0.0712, -0.6861, 0.1423], [-0.2902, -1.6202, 0.8790], [1.2454, -0.4159, 1.9259], [1.5209, 1.6026, 0.0413], [-1.3100, 1.5769, -0.1448], [-2.1414, 0.0374, -0.1771], [-1.6669, 0.6544, 1.3958], [0.1266, 0.2076, -1.8480], [1.3045, -0.9899, -1.4449], [-0.3521, -1.5083, -1.8002]], "nbo_charge": [-0.7181, -0.7280, -0.3116, -0.2402, 0.5971, -0.5862, 0.3504, 0.3122, 0.1990, 0.2004, 0.2135, 0.2218, 0.2378, 0.2518]}

---

Entry 2:
{"formula": "C4H12", "method": "ωB97M-V/def2-TZVPD", "gap_ha": 0.4654, "smiles": "CC.CC", "homo_ha": -0.422, "fmax_ev_per_a": 3.1, "e_above_lowest_ev": 0.850, "total_energy_ev": -4341.679, "symbols": ["C", "C", "H", "H", "H", "H", "H", "H", "C", "C", "H", "H", "H", "H", "H", "H"], "xyz": [[1.2382, -0.1050, -1.3263], [1.7037, -1.2724, -0.4613], [1.1415, -0.3677, -2.3579], [0.3394, 0.3968, -0.8598], [2.0406, 0.6795, -1.3744], [2.8132, -1.4602, -0.7210], [1.7444, -0.7878, 0.5289], [1.1535, -2.1946, -0.4973], [-2.0608, 0.2793, 0.5611], [-0.8892, 1.0838, 1.2197], [-2.4068, 0.8774, -0.2564], [-1.7800, -0.6732, 0.0816], [-2.8845, -0.0687, 1.2056], [-1.0018, 1.0650, 2.3093], [-0.9692, 2.1489, 1.1038], [0.0043, 0.5126, 0.9758]], "nbo_charge": [-0.6108, -0.6132, 0.2031, 0.2064, 0.2016, 0.2018, 0.2009, 0.2101, -0.6247, -0.6332, 0.2055, 0.2042, 0.2099, 0.2066, 0.2171, 0.2146]}

---

Entry 3:
{"formula": "C4H6MnO2", "method": "ωB97M-V/def2-TZVPD", "gap_ha": [0.1829, 0.1917], "homo_ha": [-0.446, -0.458], "fmax_ev_per_a": 2.1, "multiplicity": 7, "e_above_lowest_ev": 0.000, "total_charge": 1, "total_energy_ev": -39649.200, "symbols": ["H", "O", "C", "C", "C", "C", "O", "Mn", "H", "H", "H", "H", "H"], "xyz": [[0.6744, 0.6681, -3.3087], [2.0268, -0.6080, -2.4446], [1.1402, 0.2475, -2.3820], [0.3954, 0.5519, -1.2050], [-0.6670, 1.5799, -1.1277], [-0.2179, 2.9633, -1.6390], [-0.8589, 3.9964, -0.9871], [-1.0049, 4.7576, 0.5498], [0.6432, -0.0209, -0.3052], [-1.0442, 1.6740, -0.0972], [-1.5142, 1.2623, -1.7626], [-0.4233, 3.0110, -2.7258], [0.8805, 3.0368, -1.5230]], "mulliken_spin": [-0.0026, 0.3294, -0.0184, 0.5626, 0.0321, 0.0785, 0.2890, 4.6743, 0.0184, -0.0020, 0.0439, 0.0067, -0.0118]}

---

Entry 4:
{"formula": "C4H9N2", "method": "ωB97M-V/def2-TZVPD", "gap_ha": [0.3245, 0.3379], "homo_ha": [-0.511, -0.539], "fmax_ev_per_a": 2.8, "e_above_lowest_ev": 5.229, "total_charge": 1, "total_energy_ev": -7262.913, "symbols": ["C", "C", "C", "C", "N", "N", "H", "H", "H", "H", "H", "H", "H", "H", "H"], "xyz": [[0.3539, -1.6088, 0.2073], [-0.6911, -0.0269, -0.1986], [-1.4057, 1.1507, 0.3081], [1.8947, 0.4279, 0.0236], [-0.9706, -1.3940, 0.0811], [0.6923, -0.3412, -0.0227], [0.9229, -2.4969, 0.4070], [-0.8739, 0.0362, -2.2672], [-1.2865, 1.2158, 1.3951], [-2.4688, 1.0777, 0.0890], [-1.0158, 2.0666, -0.1310], [2.7452, -0.2443, 0.1078], [1.8855, 1.1019, 0.8822], [1.9957, 1.0207, -0.8847], [-1.7777, -1.9853, 0.0030]], "nbo_charge": [0.3593, 0.4029, -0.7071, -0.4228, -0.5818, -0.3668, 0.2532, 0.0948, 0.2515, 0.2698, 0.2671, 0.2459, 0.2321, 0.2419, 0.4597]}

---

Entry 5:
{"formula": "C4H9N", "method": "ωB97M-V/def2-TZVPD", "gap_ha": 0.3271, "smiles": "C/C=C(/C)N", "homo_ha": -0.286, "fmax_ev_per_a": 1.4, "e_above_lowest_ev": 0.397, "total_energy_ev": -5783.415, "symbols": ["C", "N", "C", "C", "C", "H", "H", "H", "H", "H", "H", "H", "H", "H"], "xyz": [[-1.7404, -1.0862, -0.3016], [0.5790, -0.0507, 1.4897], [0.4113, 0.2341, 0.1170], [-0.6310, -0.1367, -0.6302], [1.4519, 1.1583, -0.3876], [-1.4366, -1.9904, 0.2253], [-2.6133, -0.5159, 0.0472], [-2.1787, -1.5153, -1.2075], [0.1974, -0.9361, 1.8023], [1.4107, 0.2791, 1.9442], [-0.6809, 0.3253, -1.6034], [1.4773, 2.1332, 0.1166], [1.2942, 1.3055, -1.4543], [2.4592, 0.7959, -0.1576]], "nbo_charge": [-0.6556, -0.8389, 0.1835, -0.2950, -0.6411, 0.2104, 0.2190, 0.2164, 0.3824, 0.3799, 0.1947, 0.2123, 0.2235, 0.2085]}

---

Entry 6:
{"formula": "C17H14ClNO3", "method": "ωB97M-V/def2-TZVPD", "gap_ha": 0.1626, "homo_ha": -0.258, "fmax_ev_per_a": 2.2, "e_above_lowest_ev": 6.801, "total_energy_ev": -38006.006, "symbols": ["C", "C", "C", "N", "O", "O", "C", "C", "C", "O", "H", "H", "H", "H", "Cl", "C", "C", "C", "C", "C", "C", "C", "C", "C", "C", "C", "H", "H", "H", "H", "H", "H", "H", "H", "H", "H"], "xyz": [[1.1649, -2.8570, -0.5559], [2.5055, -3.1056, -0.6090], [3.4196, -2.0216, -0.6251], [4.8179, -2.2768, -0.6143], [5.6045, -1.3013, -0.6072], [5.2088, -3.4650, -0.6131], [2.9667, -0.6862, -0.6502], [1.6241, -0.4192, -0.6395], [0.6344, -1.4905, -0.5141], [-0.5893, -1.2714, -0.3423], [0.4352, -3.6519, -0.4846], [2.8874, -4.1211, -0.6249], [3.7125, 0.1058, -0.6829], [1.2722, 0.6086, -0.6939], [1.1331, 2.2774, 4.5791], [0.2818, 1.8852, 3.1436], [0.5043, 2.6228, 1.9783], [-0.2080, 2.3141, 0.8190], [-1.1402, 1.2427, 0.7887], [-1.8588, 0.9173, -0.4100], [-3.0419, 0.0008, -0.4788], [-3.7182, 0.3041, -1.8755], [-2.8742, 1.4139, -2.4248], [-1.8296, 1.7233, -1.5699], [-1.3684, 0.5396, 2.0002], [-0.6652, 0.8427, 3.1583], [1.2291, 3.4365, 1.9799], [-0.0356, 2.9113, -0.0744], [-2.7582, -1.0564, -0.4381], [-3.7449, 0.1890, 0.3473], [-3.7256, -0.5964, -2.5081], [-4.7604, 0.6017, -1.7026], [-3.0610, 1.8664, -3.3976], [-1.0929, 2.5096, -1.7436], [-2.0919, -0.2769, 2.0095], [-0.8376, 0.2848, 4.0764]], "nbo_charge": [-0.3369, -0.1578, -0.0312, 0.4998, -0.4381, -0.4298, -0.1568, -0.3648, 0.4328, -0.7264, 0.2112, 0.2383, 0.2374, 0.1872, 0.0590, 0.0083, -0.2464, -0.1271, -0.0771, 0.3625, -0.5037, -0.4695, 0.0440, -0.3167, -0.1192, -0.2288, 0.2404, 0.2153, 0.3130, 0.2431, 0.2554, 0.2449, 0.2288, 0.2375, 0.2324, 0.2394]}